This record from the OMol25 dataset describes C27H42CsGeN2O5PS as an isolated structure in a non-equilibrium geometry. The level of theory is ωB97M-V with the def2-TZVPD basis set.

XYZ file:
```
80
C27H42CsGeN2O5PS ωB97M-V with the def2-TZVPD basis set
Cs -0.76 -0.44 0.04
C -1.81 -5.42 -1.29
N -0.82 -4.43 -0.89
C 0.16 -3.98 -1.88
C -0.86 -3.82 0.33
O -0.19 -2.84 0.59
C -1.74 -4.49 1.38
O -1.53 -3.98 2.66
C -2.20 -2.77 2.95
C -1.28 -1.89 3.81
O -0.12 -2.23 4.00
N -1.83 -0.77 4.33
C -3.19 -0.34 4.02
C -0.94 0.25 4.88
H -1.53 -5.76 -2.29
H -2.81 -4.99 -1.36
H -1.83 -6.28 -0.63
H -0.26 -3.31 -2.62
H 0.56 -4.86 -2.39
H 0.97 -3.47 -1.37
H -1.45 -5.54 1.43
H -2.80 -4.46 1.08
H -3.13 -2.99 3.49
H -2.49 -2.23 2.05
H -3.88 -1.19 4.05
H -3.27 0.16 3.05
H -3.51 0.36 4.80
H -0.04 -0.23 5.25
H -1.45 0.74 5.71
H -0.69 0.99 4.12
O -0.33 1.93 -0.11
C -0.89 2.23 0.98
O -0.52 1.82 2.11
C -2.10 3.15 0.95
C -1.87 4.52 1.03
C -2.92 5.44 1.08
C -4.22 4.95 1.05
C -4.45 3.58 0.96
C -3.41 2.64 0.90
S -3.76 0.92 0.71
H -0.85 4.88 1.05
H -2.72 6.50 1.13
H -5.06 5.64 1.09
H -5.47 3.21 0.92
C 3.79 -0.93 0.35
P 2.33 0.19 0.53
C 2.02 -0.01 2.33
C 3.19 1.82 0.49
C 4.29 2.14 1.29
C 4.89 3.39 1.21
C 4.40 4.34 0.33
C 3.30 4.05 -0.47
C 2.70 2.80 -0.38
H 4.58 -0.72 1.08
H 4.20 -0.84 -0.66
H 3.44 -1.96 0.49
H 2.93 0.08 2.92
H 1.56 -0.99 2.51
H 1.30 0.76 2.61
H 4.67 1.41 1.99
H 5.75 3.62 1.84
H 4.87 5.32 0.27
H 2.90 4.79 -1.14
H 1.81 2.58 -0.96
C -0.05 1.27 -4.34
Ge 0.70 -0.46 -4.90
C 1.34 -0.10 -6.75
C 2.42 -0.52 -3.91
C -0.42 -1.95 -4.61
H 0.60 2.08 -4.69
H -0.13 1.36 -3.25
H -1.05 1.43 -4.76
H 2.04 0.74 -6.77
H 0.48 0.14 -7.40
H 1.84 -0.98 -7.17
H 3.09 0.29 -4.23
H 2.93 -1.48 -4.04
H 2.22 -0.40 -2.83
H -0.14 -2.76 -5.30
H -1.46 -1.66 -4.82
```

As for the energy relative to the best compared isomer or geometry (same formula, charge and spin): 38.0 kcal per mole. Its charge is -2. The value obtained for the total energy is -119085.8122 eV.